## A
C6H12N2 | ωB97M-V/def2-TZVPD

Last column: natural (NBO) charge in e.
Positions of all 20 atoms, in Å:
1 H 0.9096 2.3400 -0.4235  0.22
2 H -0.9111 -0.6191 -1.7829  0.36
3 H 0.6431 0.8798 -1.4254  0.20
4 N 1.7448 -1.5532 -0.2434  -0.82
5 H -1.3554 -1.8770 0.7660  0.16
6 C -1.1204 0.6589 0.8305  -0.25
7 C 1.1036 1.2675 -0.5078  -0.63
8 C 0.6870 -1.0042 0.5973  -0.14
9 H -1.7170 1.5647 -0.9971  0.19
10 H 2.1826 1.1025 -0.6026  0.24
11 C -1.8906 1.4545 0.0685  -0.32
12 C 0.5781 0.5114 0.6862  -0.17
13 H 0.9429 0.9167 1.6316  0.22
14 N -0.9186 -1.4854 -1.2451  -0.80
15 H -2.7446 1.9754 0.4877  0.21
16 H 0.7538 -1.4329 1.6009  0.20
17 H 1.7546 -2.5661 -0.1457  0.36
18 H -1.3949 0.5593 1.8807  0.20
19 C -0.7505 -1.3020 0.0455  0.22
20 H 1.5029 -1.3909 -1.2213  0.37

Values from the calculation:
**E_HOMO**: -0.2888 Eh
**SMILES**: [H]/N=C\[C@@H](N)[C@@H](C)C=C
**Orbital gap**: 7.54 eV

---

## B
C6H12N2 | ωB97M-V/def2-TZVPD

Last column: natural (NBO) charge in e.
Positions of all 20 atoms, in Å:
1 N -2.6686 1.8188 0.0084  -0.82
2 C 0.6845 -1.1596 -0.1122  -0.56
3 H -2.7678 -0.9190 -0.1999  0.21
4 H 3.6926 1.8270 0.3299  0.20
5 N 1.8277 1.1785 -0.1053  -0.48
6 C -0.7472 -1.4824 0.3625  -0.38
7 H 3.5745 0.5696 -0.9445  0.20
8 H 3.2123 0.1489 0.8757  0.18
9 C -1.7344 -0.5350 -0.2585  -0.47
10 C 0.9118 0.3359 -0.1063  0.36
11 H -1.3225 -0.4686 -1.3323  0.20
12 H -2.4195 2.6603 0.4514  0.38
13 H 0.9400 -1.4156 -1.2115  0.25
14 H -1.0126 -2.5268 0.0673  0.21
15 H -2.8484 1.7969 -0.9696  0.37
16 H -0.8670 -1.4896 1.5172  0.20
17 C 3.1886 0.9636 0.0537  -0.42
18 H 1.2682 -1.5255 0.7380  0.24
19 C -1.5764 0.9088 0.3040  -0.01
20 H -1.2225 0.8635 1.3813  0.17

Values from the calculation:
**E_HOMO (alpha / beta)**: -0.2424 / -0.2415 Eh
**Orbital gap (alpha / beta)**: 7.68 / 7.57 eV

---

## C
C6H12N2 | ωB97M-V/def2-TZVPD

Last column: natural (NBO) charge in e.
Positions of all 20 atoms, in Å:
1 C -1.0427 0.2626 -1.4204  0.17
2 H 2.2962 -1.7086 -1.6839  0.23
3 C 0.8986 1.1533 -1.8377  -0.09
4 H 3.0606 -0.4573 -2.6039  0.22
5 C 2.1134 -0.9932 -2.4798  -0.64
6 H -2.6142 -0.2325 2.5026  0.20
7 H -1.7731 -1.4656 3.5181  0.21
8 H 1.5497 2.0099 -2.0507  0.20
9 H -0.0670 -0.7108 1.7695  0.21
10 N -0.2575 -0.7197 -1.7457  -0.45
11 N -0.3470 1.4754 -1.4058  -0.54
12 H -1.9544 0.2957 3.9804  0.20
13 H -2.0631 0.2512 -1.0692  0.19
14 C -1.7604 -0.4266 3.1902  -0.61
15 H 1.9276 -1.6456 -3.3407  0.22
16 C 0.9557 -0.1673 -2.1944  0.07
17 H -0.2978 0.9407 2.2187  0.20
18 H 0.4262 -0.1995 3.2925  0.20
19 H -0.6377 2.4175 -1.2360  0.42
20 C -0.4131 -0.0797 2.5962  -0.62

Values from the calculation:
**E_HOMO**: -0.3131 Eh
**SMILES**: Cc1c[nH]cn1.CC
**Orbital gap**: 9.38 eV

---

How do the energies compare? Relative to the most stable structure, in kJ/mol: A 365.0; B 439.2; C 0.0.

---

## A
C6H12N2 | ωB97M-V/def2-TZVPD

Last column: natural (NBO) charge in e.
Positions of all 20 atoms, in Å:
1 H -3.0171 0.8127 -0.4615  0.19
2 H -1.9871 0.5003 -1.9365  0.19
3 H 0.4734 -2.0307 0.6834  0.37
4 H 0.0760 -0.5748 -1.8549  0.22
5 N 2.1825 -0.2057 0.5372  -0.83
6 C 1.1692 0.3873 -0.2299  0.21
7 H 2.0179 2.3256 -0.2584  0.20
8 C 1.1882 1.7006 -0.5429  -0.54
9 N 0.4007 -1.9689 -0.3264  -0.84
10 H 2.9588 0.4091 0.7352  0.38
11 H 2.4867 -1.0915 0.1554  0.39
12 H -2.1375 0.5283 1.7320  0.22
13 C -1.0685 0.1136 -0.0739  0.05
14 H 0.3442 2.1886 -0.9950  0.21
15 C -1.2184 0.0402 1.4154  -0.67
16 H -1.2501 -0.9936 1.7635  0.21
17 C -2.0593 0.5154 -0.8608  -0.44
18 H -0.3880 0.5489 1.9033  0.23
19 H -0.3562 -2.5795 -0.6159  0.37
20 C 0.1845 -0.6260 -0.7692  -0.12

Values from the calculation:
**E_HOMO**: -0.2901 Eh
**SMILES**: C=C(C)[C@H](N)C(=C)N
**Orbital gap**: 8.90 eV

---

## B
C6H12N2 | ωB97M-V/def2-TZVPD

Last column: natural (NBO) charge in e.
Positions of all 20 atoms, in Å:
1 H 0.1608 -2.6735 0.2107  0.36
2 C -1.9128 -0.2097 -1.2053  -0.67
3 H -0.8501 0.6961 1.9710  0.22
4 H -2.4293 0.7182 -1.4602  0.23
5 H 3.0477 -0.3979 0.6625  0.22
6 H 0.5054 2.2729 0.2972  0.33
7 C 1.1904 0.4123 -0.0464  0.14
8 C 2.6562 0.5171 0.2136  -0.66
9 N 0.3481 1.4699 -0.3259  -0.63
10 H -2.6757 -0.9309 -0.8967  0.22
11 C -0.9397 0.0653 -0.0926  0.27
12 N 0.5067 -1.9949 -0.4545  -0.83
13 C -1.5929 0.4732 1.2064  -0.64
14 H 2.8556 1.3445 0.9003  0.22
15 H -2.2265 -0.3471 1.5630  0.21
16 C 0.3352 -0.6553 -0.0717  -0.03
17 H 3.2138 0.7151 -0.7050  0.22
18 H -1.4015 -0.5927 -2.0857  0.23
19 H 1.4448 -2.2266 -0.7477  0.37
20 H -2.2364 1.3440 1.0671  0.21

Values from the calculation:
**E_HOMO**: -0.2569 Eh
**Orbital gap**: 7.92 eV

---

How do the energies compare? Relative to the most stable structure, in kJ/mol: A 0.0; B 70.8.

---

## A
C6H12N2 | ωB97M-V/def2-TZVPD

Last column: natural (NBO) charge in e.
Positions of all 20 atoms, in Å:
1 C -0.9332 -0.6803 0.1518  -0.06
2 H -1.2585 -2.5578 1.2146  0.36
3 H -0.4838 2.4006 -0.8653  0.20
4 H -3.1247 -0.2356 -0.3502  0.21
5 C -2.4164 -0.2074 0.5425  -0.60
6 N -0.8792 -2.1462 0.3500  -0.85
7 H -2.2269 0.8276 0.9313  0.21
8 H 3.9508 -0.5260 -0.6679  0.18
9 C 0.0528 0.1938 0.8479  -0.48
10 N 2.2642 0.4393 0.0244  -0.44
11 H -0.4954 0.9903 1.5561  0.22
12 C 0.3588 1.8458 -0.9846  -0.44
13 H 3.0166 0.5945 -1.8930  0.14
14 C 0.8988 0.9211 -0.1021  0.16
15 H 0.9332 2.1763 -1.9586  0.19
16 C 3.1481 0.2162 -0.8698  -0.02
17 H -2.7366 -0.9655 1.1245  0.20
18 H 0.0455 -2.4568 0.1614  0.36
19 H 0.7089 -0.2983 1.7044  0.25
20 H -0.8231 -0.5317 -0.9173  0.20

Values from the calculation:
**E_HOMO**: -0.3274 Eh
**SMILES**: C=NC(=C)C[C@H](C)N
**Orbital gap**: 9.25 eV

---

## B
C6H12N2 | ωB97M-V/def2-TZVPD

Last column: natural (NBO) charge in e.
Positions of all 20 atoms, in Å:
1 C -0.1985 -0.7215 -0.3169  0.37
2 C -1.2897 0.3341 0.3644  -0.47
3 H -3.2215 -0.3364 -0.2854  0.21
4 H 3.0838 -0.1656 0.5503  0.22
5 H -0.7593 0.4691 1.3107  0.21
6 C 2.0820 -0.5900 0.6732  -0.59
7 C 1.1026 1.4511 -0.3598  0.15
8 H 1.3406 1.9332 0.6005  0.18
9 H 2.1538 -1.6821 0.6519  0.22
10 H 0.2386 -2.3514 -1.2514  0.33
11 C -2.6908 -0.1642 0.6569  -0.61
12 H -2.7127 -1.1051 1.2165  0.21
13 N -0.5392 -1.8501 -0.8038  -0.64
14 H -3.2474 0.5897 1.2224  0.21
15 H -1.3914 1.0597 -0.4470  0.24
16 C 1.1591 -0.0731 -0.4277  -0.40
17 H 0.6462 1.6479 -2.2156  0.32
18 N 0.9405 2.1994 -1.4013  -0.60
19 H 1.5754 -0.3500 -1.4041  0.23
20 H 1.7280 -0.2946 1.6662  0.21

Values from the calculation:
**E_HOMO**: -0.3514 Eh
**SMILES**: [H]/N=C\[C@@H](C)/C(CC)=N\[H]
**Orbital gap**: 10.46 eV

---

## C
C6H12N2 | ωB97M-V/def2-TZVPD

Last column: natural (NBO) charge in e.
Positions of all 20 atoms, in Å:
1 H 3.0406 -3.0085 0.1323  0.21
2 C 1.4088 -2.2636 1.2155  -0.59
3 N -0.4352 0.3355 -1.6992  -0.51
4 H -0.2040 -0.4933 -1.9397  0.38
5 C 2.6573 -1.9921 0.3600  -0.61
6 H 1.0142 -3.3220 0.8219  0.19
7 N -1.7403 2.1173 -1.5555  -0.46
8 H 3.3145 -1.4074 0.9319  0.21
9 H 0.6435 -1.5709 0.9695  0.19
10 H 2.2890 -1.5630 -0.5830  0.20
11 H -1.0401 1.4554 -3.3985  0.19
12 C -0.7216 0.6250 -0.2815  -0.13
13 C -1.1553 1.3041 -2.3916  0.18
14 H -2.8543 3.0863 0.8900  0.24
15 H -0.4671 0.0406 0.6249  0.22
16 H -1.3460 3.1946 1.3548  0.22
17 H -2.2959 1.6061 1.6529  0.22
18 H 1.4415 -2.3363 2.2962  0.21
19 C -1.5237 1.7691 -0.3099  0.10
20 C -2.0258 2.4230 0.9090  -0.65

Values from the calculation:
**E_HOMO**: -0.3139 Eh
**SMILES**: Cc1c[nH]cn1.CC
**Orbital gap**: 9.45 eV

---

How do the energies compare? Relative to the most stable structure, in kJ/mol: A 207.0; B 0.0; C 29.2.

---

## A
C6H12N2 | ωB97M-V/def2-TZVPD

Last column: natural (NBO) charge in e.
Positions of all 20 atoms, in Å:
1 H -1.3477 0.7985 1.9040  0.34
2 C -0.7656 -1.8300 1.9229  -0.35
3 H 1.0172 -1.8305 0.8241  0.20
4 H -1.5826 -0.3857 -1.2581  0.23
5 H 1.6555 1.7656 1.0417  0.23
6 C -0.6001 -0.5720 -1.6909  -0.64
7 H -0.2780 -1.5765 -1.4317  0.22
8 H 0.6278 2.4913 -1.4343  0.37
9 H 2.3513 0.3600 0.0839  0.19
10 C 0.3831 0.4842 -1.2251  0.12
11 H 1.3476 0.2850 -1.6988  0.19
12 C 0.1804 -1.2465 1.1936  -0.25
13 C 1.4831 0.8094 0.5594  -0.37
14 H -1.5932 -1.2676 2.3415  0.19
15 H -0.9143 2.0063 -1.0566  0.40
16 H -0.6896 -0.5113 -2.7765  0.24
17 H -0.6621 -2.8439 2.2826  0.20
18 N -0.7351 1.1013 1.1431  -0.86
19 C 0.1912 0.1921 0.8408  0.15
20 N -0.0688 1.7701 -1.5657  -0.81

Values from the calculation:
**E_HOMO (alpha / beta)**: -0.2724 / -0.2724 Eh
**Orbital gap (alpha / beta)**: 7.99 / 7.99 eV

---

## B
C6H12N2 | ωB97M-V/def2-TZVPD

Last column: natural (NBO) charge in e.
Positions of all 20 atoms, in Å:
1 H 1.3324 1.8864 0.7444  0.22
2 H -3.1414 1.3836 0.1173  0.41
3 H 0.0373 1.0582 -2.3078  0.26
4 C 1.8179 1.0685 0.2202  -0.62
5 H 2.4563 0.5224 0.9158  0.20
6 N -2.4314 1.7095 -0.5265  -0.69
7 H 0.5301 -0.6166 1.6689  0.20
8 C -0.2819 -0.3123 1.0037  -0.46
9 H 2.4417 1.4850 -0.5719  0.21
10 C -1.1842 -1.5044 0.7347  -0.63
11 C 0.7742 0.1521 -0.4026  0.19
12 H -1.5450 -1.9371 1.6697  0.21
13 H -0.6485 -2.3031 0.2168  0.20
14 H -2.0417 -1.2254 0.1244  0.20
15 H 0.7373 -1.5367 -1.5470  0.37
16 H -0.7775 0.4816 1.5631  0.21
17 H 2.0912 -1.4135 -0.5567  0.37
18 N 1.3858 -0.9152 -1.0832  -0.84
19 C -0.1979 0.8639 -1.2705  -0.54
20 C -1.3547 1.1528 -0.7126  0.53

Values from the calculation:
**E_HOMO**: -0.2916 Eh
**SMILES**: CC[C@@](C)(N)C=C=N
**Orbital gap**: 8.68 eV

---

How do the energies compare? Relative to the most stable structure, in kJ/mol: A 164.7; B 0.0.